Record 1
9 unconnected molecules or ions with the total composition C33H55NO24 in a non-equilibrium geometry. Source: the Open Molecules 2025 dataset; level of theory: wB97M-V/def2-TZVPD.

Its largest force on an atom is 8.77 eV/A. The energy above the lowest of the compared OMol25 structures with the same formula, charge and spin is 65.6 kcal per mole. The SMILES is C[C@H]1COC(=O)O1.C[C@H]1COC(=O)O1.C[C@H]1COC(=O)O1.C[C@H]1COC(=O)O1.C[C@H]1COC(=O)O1.COC(=O)OC.COC(=O)OC.COC(=O)OC.CCCC#N. Its orbital gap is 9.65 eV. As for the highest occupied orbital energy: -9.701 eV.

```
! wB97M-V def2-TZVPD RIJCOSX def2/J DEFGRID3
* xyz 0 1
O 0.21 -0.23 -0.17
H 3.85 -2.07 1.02
C 3.83 0.46 -1.47
C -2.86 3.29 -2.45
O 3.17 -3.76 3.87
H 5.41 -2.03 -2.80
C -0.99 -1.61 -1.47
O 3.99 -3.84 -2.54
C -4.62 3.90 0.93
H -1.27 -2.61 -1.25
O 1.62 -2.41 2.96
H 2.33 -2.88 7.77
H 2.90 2.52 0.83
H -0.23 2.45 -5.27
O -1.44 1.12 0.38
H -3.63 4.27 1.04
O -1.79 -0.69 -0.81
O -2.10 -0.40 -4.68
C -3.67 2.01 2.43
H -0.66 5.63 2.11
H -3.95 -0.21 -2.73
H 2.10 -1.71 -4.21
H 3.86 -2.19 6.37
H 1.45 -4.06 6.90
H 1.87 -2.13 0.49
H -3.68 0.95 1.93
O -5.24 3.40 3.34
C -4.78 -0.50 -2.02
O -0.02 -1.09 -4.45
C -4.47 2.94 4.31
H -5.31 4.85 0.99
C 5.01 -1.02 -2.80
H -2.93 -0.53 -6.36
H -0.39 5.61 0.39
C 0.70 0.86 3.03
C 0.44 -1.38 -0.90
C -5.55 -1.06 0.93
C 4.27 -4.11 -1.38
C -2.98 0.15 -5.50
H -7.05 -0.47 -0.57
H 1.95 1.89 -0.42
H 3.11 -4.41 7.60
O 5.25 -3.58 -0.70
O 0.35 3.91 1.36
H 5.69 -1.93 1.56
H -5.73 -0.60 -2.45
C 0.82 -2.39 0.13
C 2.28 -2.83 3.94
C -0.87 -0.49 -5.21
C 2.97 2.16 -0.17
O 3.04 0.82 -2.55
C 3.92 -3.88 5.03
O -2.10 2.91 -3.47
C 4.80 -2.52 1.45
O -4.72 3.15 5.50
O 4.79 -0.45 -1.50
H -0.22 2.83 -0.97
H -1.14 -1.46 -2.57
H -0.18 4.26 -1.93
O -2.08 3.51 -1.42
N -5.02 -1.77 1.64
C 1.37 -1.23 -4.86
H 4.56 -2.80 2.43
C 5.12 -3.80 0.71
H -3.94 0.37 -5.05
H -5.77 2.18 1.90
C -4.95 0.47 -0.81
O -3.52 2.05 3.86
C -0.75 3.36 -1.75
H 3.09 -4.32 1.19
H 1.21 -1.28 -1.69
H -0.36 0.66 2.83
H 0.78 0.97 4.10
H 4.11 -1.16 -3.37
H 0.14 -2.58 0.93
H 3.25 2.87 -0.94
H 0.61 3.76 -4.36
O 0.99 1.92 2.15
C 3.22 -2.88 5.98
H -4.59 -1.51 -1.68
C 2.49 -3.64 7.02
O -0.49 0.00 -6.51
H -4.02 0.43 -0.22
H 1.74 -0.19 -4.96
O 3.61 -4.86 -0.51
O -0.75 3.04 3.34
H 1.06 2.23 -4.16
C 0.16 2.81 -4.25
H -2.81 2.60 2.16
H 1.36 -1.65 -5.90
H 1.29 0.04 2.75
O 3.74 0.99 -0.23
H 4.07 -4.88 5.36
H -4.79 3.47 -0.09
C -0.82 2.57 -3.10
H 5.84 -0.47 -3.30
O 2.23 -2.30 5.14
C -0.59 4.99 1.26
H 6.07 -4.25 0.98
C 0.19 2.94 2.27
C 3.97 -4.76 0.79
H 0.93 -3.38 -0.22
H 4.91 -3.43 4.73
H -5.06 1.54 -0.94
H -6.44 0.62 0.75
H -2.55 1.10 -5.91
H -1.55 4.63 1.31
H 4.24 -5.71 1.23
O -4.05 3.57 -2.53
C -4.96 2.88 2.03
H -0.75 1.56 -2.77
C -1.05 0.07 -0.14
C -6.11 -0.09 0.01
*
```

Atomic partial charges in e from the Mulliken method, atoms 1 to 2: 0.696, -0.203

Record 2
A molecular structure, C33H56AuBN5P2 in a non-equilibrium geometry. Source: the Open Molecules 2025 dataset; level of theory: wB97M-V/def2-TZVPD.

Its largest force on an atom is 3.47 eV/A. Its orbital gap (alpha / beta) is 6.55 / 5.53 eV. As for the highest occupied orbital energy (alpha / beta): -8.181 / -10.039 eV.

```
! wB97M-V def2-TZVPD RIJCOSX def2/J DEFGRID3
* xyz 1 3
H 12.02 -3.85 19.67
C 6.80 -5.20 21.99
C 8.11 -4.51 14.41
P 5.74 -8.64 18.67
H 9.61 -8.79 16.26
H 4.54 -10.62 16.68
H 2.65 -2.17 15.39
H 6.60 -9.38 12.00
H 9.60 -7.05 15.74
N 5.95 -6.13 19.77
C 4.22 -3.39 16.41
H 9.11 -8.90 18.89
B 6.22 -5.70 18.44
H 5.30 -4.69 13.41
C 3.14 -8.67 17.88
C 3.67 -2.64 15.19
H 6.40 -5.98 22.64
C 7.25 -4.02 22.57
H 8.53 -11.32 18.55
H 4.25 -10.92 20.37
C 6.80 -5.29 20.61
N 12.00 -3.62 17.52
H 3.49 -3.27 14.29
H 7.21 -1.69 13.74
H 4.82 -11.75 18.02
C 4.14 -9.69 18.59
C 7.68 -10.70 18.19
H 3.21 -2.42 18.09
H 7.32 -3.97 23.66
N 10.71 -5.37 16.98
H 7.81 -5.58 14.28
H 6.71 -4.16 12.49
H 8.61 -8.86 20.71
H 4.39 -8.10 15.09
H 8.81 -4.06 13.69
C 8.28 -9.00 13.37
H 7.59 -10.98 20.98
C 7.83 -3.03 21.82
C 3.23 -4.61 16.71
C 11.43 -4.35 16.55
C 6.72 -10.58 20.54
H 10.71 -6.26 18.84
H 11.39 -4.01 15.54
H 7.96 -2.10 22.38
C 4.17 -10.92 17.65
H 6.91 -11.46 17.89
H 2.62 -9.18 17.05
C 7.38 -4.28 19.82
C 6.95 -8.99 12.98
H 5.42 -2.93 13.08
H 4.31 -1.82 14.83
C 7.10 -3.55 17.38
C 4.71 -8.18 14.08
H 4.89 -2.81 18.45
H 10.46 -8.18 14.77
C 3.72 -10.01 20.05
H 6.21 -9.93 21.28
H 3.69 -7.79 17.40
H 4.48 -7.34 20.58
H 8.29 -2.37 19.77
C 10.95 -5.38 18.33
C 7.15 -2.18 14.72
H 9.16 -9.38 12.85
H 8.10 -3.62 16.89
C 5.53 -7.41 20.20
H 3.35 -5.32 15.89
H 2.44 -8.33 18.68
C 6.88 -3.64 14.58
N 7.07 -4.51 18.46
H 6.93 -2.47 17.66
H 3.53 -5.17 17.61
H 2.66 -10.14 20.11
C 8.30 -8.70 19.64
C 4.19 -2.46 17.64
C 7.90 -3.08 20.45
H 2.15 -4.30 16.67
H 8.11 -2.15 15.21
H 6.03 -11.44 20.34
C 11.69 -4.26 18.69
C 7.21 -9.73 19.26
C 9.57 -8.10 15.38
H 3.12 -11.32 17.60
H 4.42 -7.32 13.57
H 8.01 -7.68 19.45
H 5.99 -7.71 21.15
H 12.55 -2.78 17.37
H 8.66 -4.59 15.35
C 6.15 -8.42 14.02
H 3.87 -9.25 20.78
C 6.02 -3.85 13.29
H 4.06 -8.89 13.49
C 8.32 -8.27 14.60
Au 6.51 -7.06 16.90
H 7.89 -10.24 17.18
H 6.54 -1.58 15.44
N 7.03 -7.93 15.03
P 5.87 -4.28 16.20
H 4.54 -1.44 17.29
*
```

Atomic partial charges in e from the Mulliken method, atoms 1 to 2: 0.395, -0.928

Among the records above, which one has the lowest largest force on an atom? C33H56AuBN5P2

Number 1 is which compound? C33H55NO24

Look up the largest force on an atom of the first one. 8.77 eV/A

Which value of largest force on an atom does entry 2 give? 3.47 eV/A